(1)
The following is a quantum chemistry calculation of a molecular structure, C37H37BrF4FeN5OPS at a distorted geometry, from OMol25.

XYZ file:
```
88
Properties=species:S:1:pos:R:3:forces:R:3
Fe -1.731506 0.027859 -0.287566 -0.643 -0.519 -0.585
C -2.313357 0.312085 -3.116171 -0.009 0.020 -0.039
C -3.239762 1.389797 -2.597930 0.033 0.052 -0.018
N -2.926336 1.634911 -1.165608 0.120 0.022 0.414
C -4.131223 1.855548 -0.336715 -0.076 0.000 0.000
C -4.896497 0.561976 -0.130508 -0.011 0.065 0.140
S -3.766597 -0.737285 0.466943 0.250 -0.351 -0.055
C -3.983439 -2.045251 -0.768950 -0.109 0.055 -0.063
C -3.596681 -1.562040 -2.152784 0.055 -0.066 -0.011
N -2.318115 -0.788589 -2.131450 0.159 -0.018 0.007
H -2.597631 -0.021350 -4.116956 -0.042 0.003 0.009
H -1.291622 0.698620 -3.173823 0.000 -0.008 -0.019
H -3.128298 2.301499 -3.185141 0.003 0.023 0.034
H -4.283131 1.095585 -2.694447 0.008 -0.016 -0.008
H -2.406990 2.503801 -1.120728 0.064 -0.032 0.084
H -3.792203 2.247447 0.623635 0.003 -0.005 0.009
H -4.795677 2.603240 -0.778541 0.017 -0.003 -0.037
H -5.666488 0.704184 0.626073 0.002 -0.036 0.014
H -5.397902 0.203374 -1.027574 0.044 0.033 -0.037
H -3.347182 -2.863448 -0.434132 0.012 0.010 0.019
H -5.009482 -2.411538 -0.741667 -0.018 0.040 -0.019
H -3.502907 -2.414540 -2.827894 0.011 0.008 -0.011
H -4.379499 -0.935245 -2.571166 -0.011 0.022 0.035
H -1.586332 -1.445087 -2.381979 0.022 0.039 -0.054
F -1.405075 5.428760 5.138866 -0.005 0.003 0.010
C -1.309870 4.303544 4.470410 0.005 -0.023 0.079
C -1.287221 3.089229 5.133195 -0.004 0.040 0.014
F -1.353182 3.049058 6.447439 -0.002 0.012 0.004
C -1.175645 1.909790 4.411727 -0.037 -0.069 -0.040
F -1.097042 0.792143 5.133107 0.032 0.023 0.021
C -1.119763 1.884037 3.019471 -0.044 -0.122 -0.010
P -0.915660 0.320508 2.056549 -0.096 0.677 -0.079
C -1.646187 -0.940470 3.137282 0.103 -0.062 0.007
C -2.952031 -0.751676 3.589879 0.004 0.005 0.019
C -3.551749 -1.688488 4.413505 0.000 0.011 -0.002
C -2.855100 -2.830876 4.788833 -0.013 0.019 0.003
C -1.556969 -3.027481 4.342192 0.026 -0.004 -0.010
C -0.950233 -2.084556 3.522635 -0.047 -0.042 -0.036
C 0.897576 0.191749 2.164982 -0.066 -0.055 -0.057
C 1.548158 -0.074917 3.371033 0.040 -0.027 -0.022
C 2.931276 -0.014973 3.446437 -0.017 -0.014 0.035
C 3.676364 0.348454 2.333246 0.005 0.009 -0.008
C 3.030998 0.651887 1.143279 -0.013 -0.001 -0.030
C 1.649375 0.563435 1.053068 0.034 -0.005 0.076
C -1.100330 3.129174 2.388403 -0.097 0.017 0.064
Br -0.815211 3.298693 0.534131 0.337 0.294 -0.093
C -1.199563 4.317145 3.088720 0.007 -0.007 -0.128
F -1.174977 5.481182 2.459169 -0.008 0.004 0.017
H -3.496096 0.150939 3.331755 -0.005 0.003 -0.003
H -4.557463 -1.521549 4.775220 0.003 -0.006 0.005
H -3.319627 -3.557311 5.441899 -0.001 -0.002 -0.004
H -1.005775 -3.906949 4.648505 -0.002 0.004 0.002
H 0.068383 -2.246158 3.193336 0.009 0.007 0.015
H 0.978641 -0.316351 4.258975 -0.002 -0.011 -0.001
H 3.426545 -0.228822 4.384035 0.001 0.001 -0.005
H 4.753369 0.422506 2.405072 -0.002 -0.002 0.001
H 3.603739 1.010770 0.297863 0.005 0.001 0.013
H 1.150282 0.843684 0.131387 0.004 0.018 -0.015
C 6.465524 2.918906 -5.358167 0.009 0.019 -0.002
C 5.633229 1.944573 -4.625835 -0.012 -0.053 0.001
C 5.488768 2.022553 -3.210010 0.007 0.014 -0.049
C 4.755908 1.101658 -2.535243 0.001 -0.016 0.005
C 4.134163 0.020527 -3.229942 -0.001 -0.037 0.004
N 3.453619 -0.898574 -2.486342 0.036 0.136 -0.003
C 3.164336 -2.214885 -2.923549 -0.056 -0.248 0.004
O 3.566605 -2.653810 -3.961184 0.021 0.080 0.005
N 2.497233 -3.022439 -2.014692 0.024 0.018 -0.014
C 1.401302 -2.841580 -1.159623 -0.031 0.129 0.037
C 1.033286 -3.943164 -0.379612 0.039 -0.042 0.037
C -0.075161 -3.863826 0.426409 0.007 -0.051 0.009
C -0.807566 -2.687215 0.449484 0.038 0.033 -0.056
N -0.469362 -1.622827 -0.279111 -0.083 -0.068 0.426
C 0.620442 -1.696080 -1.071301 -0.014 -0.014 -0.104
C 4.247983 -0.053667 -4.652803 -0.026 -0.011 -0.003
C 4.979217 0.884558 -5.312620 0.031 0.056 0.048
H 6.558801 3.864649 -4.827889 0.001 -0.001 -0.001
H 6.102035 3.083813 -6.371695 0.000 -0.004 -0.001
H 7.478960 2.502796 -5.455110 -0.006 -0.005 0.004
H 5.984678 2.821547 -2.674448 0.000 0.004 -0.008
H 4.676525 1.153531 -1.458071 0.006 -0.003 0.003
H 3.434385 -0.745815 -1.483165 -0.027 0.001 0.000
H 2.652142 -3.989353 -2.272385 -0.022 -0.006 -0.041
H 1.619349 -4.853614 -0.424138 -0.002 0.003 0.017
H -0.383706 -4.700257 1.038287 0.009 -0.005 -0.011
H -1.680752 -2.597472 1.078065 0.009 0.024 0.016
H 0.844671 -0.820271 -1.671022 0.013 0.001 0.012
H 3.770543 -0.851842 -5.195425 -0.008 -0.003 0.015
H 5.071763 0.825919 -6.389389 -0.001 0.012 -0.001
```
Positions in Å, forces in eV/Å.

The value obtained for the energy above the lowest of the compared OMol25 structures with the same formula, charge and spin is 0.0995 eV. Its net charge is +3. As for the multiplicity: 2.

(2)
The following is a quantum chemistry calculation of a molecular structure, C37H37N3OsP2 at a distorted geometry, from OMol25.

XYZ file:
```
80
Properties=species:S:1:pos:R:3:forces:R:3
Os 1.192579 -0.946375 0.038481 2.930 -0.664 2.520
C -1.973255 0.161628 4.487324 1.375 0.597 3.783
C -2.554267 0.161278 3.281606 -1.759 0.601 -3.396
C -3.226076 1.362138 2.658313 -0.474 -0.259 0.010
C -2.334621 2.200956 1.698729 -0.376 0.324 -0.137
C -0.933527 2.452018 2.150982 1.077 -1.169 -0.642
C -0.425050 2.399925 3.383493 -0.232 0.851 0.754
C -1.301814 2.649291 4.598451 -0.425 0.035 0.435
C -1.845672 1.402381 5.344328 0.797 -0.336 -0.090
C 3.118350 -0.528281 0.653548 1.386 0.092 -0.509
H -1.651403 -0.784536 4.949736 -0.419 0.430 -0.317
H -2.689775 -0.782914 2.744070 0.327 0.172 0.119
H -3.652842 2.031393 3.420803 0.328 -0.294 0.003
H -4.092295 1.002818 2.076692 0.376 0.057 0.158
H -2.284943 1.685261 0.723275 -0.019 0.122 0.402
H -2.840840 3.162268 1.502211 0.009 -0.321 -0.003
H -0.216053 2.525104 1.323797 -0.309 -0.050 0.452
H 0.665487 2.455276 3.558311 -0.661 -0.035 -0.319
H -2.187159 3.254922 4.335825 0.569 -0.031 -0.190
H -0.740282 3.264866 5.324291 -0.235 -0.361 -0.300
H -1.187963 1.172334 6.197552 -0.344 -0.050 -0.211
H -2.835100 1.681033 5.760500 0.235 -0.504 -0.003
H 3.314600 -1.363564 1.344762 0.107 0.007 -0.168
H 3.182882 0.416709 1.213799 0.132 -0.449 -0.285
H 3.812781 -0.562730 -0.198525 0.130 0.093 0.463
P -0.393599 -1.734129 -1.246947 -3.272 -1.889 -2.201
P 1.220096 0.819009 -1.191240 0.696 3.353 -3.708
C -1.285632 -0.189374 -1.635790 0.414 0.941 -0.191
C -0.546910 0.951898 -1.672248 -0.387 -0.869 0.079
C -0.463467 -2.651089 -2.832052 0.535 0.289 -0.256
C -1.327861 -2.277036 -3.873710 0.084 -0.203 0.328
C -1.502040 -3.131514 -4.961575 0.099 -0.033 0.124
C -0.778504 -4.323397 -5.032724 0.002 0.082 0.128
C 0.156672 -4.644845 -4.043466 -0.060 0.104 0.012
C 0.324972 -3.804323 -2.944827 -0.340 0.036 -0.051
C -1.444232 -2.854799 -0.220923 0.192 0.046 -0.223
C -1.027708 -2.951847 1.102955 0.002 0.081 0.451
C -1.765726 -3.689139 2.032172 0.003 -0.100 -0.145
C -2.822304 -4.487913 1.580271 0.057 0.245 -0.157
C -3.172240 -4.486968 0.218024 0.197 0.217 -0.194
C -2.509130 -3.644449 -0.690153 0.037 0.090 0.490
C 2.106788 0.847021 -2.852921 -0.162 -0.255 0.243
C 1.972391 -0.270917 -3.683499 -0.118 -0.036 0.041
C 2.429060 -0.227874 -5.002529 -0.046 0.035 0.323
C 3.078559 0.913349 -5.478573 -0.100 0.038 0.219
C 3.263856 2.014537 -4.638317 -0.176 -0.228 0.197
C 2.767873 1.990233 -3.331464 -0.112 0.019 0.184
C 1.741333 2.461771 -0.541593 -0.447 -0.294 0.466
C 3.065559 2.657870 -0.128367 0.004 -0.034 0.096
C 3.464890 3.886242 0.400336 -0.127 -0.197 -0.190
C 2.540219 4.926622 0.524697 -0.039 -0.167 -0.051
C 1.221831 4.735472 0.112092 0.002 -0.079 -0.233
C 0.824439 3.515166 -0.441996 0.208 -0.041 0.178
H -2.334505 -0.269492 -1.928027 0.209 0.386 0.001
H -0.867190 1.923958 -2.054862 -0.330 -0.409 0.109
H -1.879979 -1.339802 -3.825846 0.068 -0.261 -0.064
H -2.219458 -2.868365 -5.738439 0.244 -0.086 0.152
H -0.949501 -5.007404 -5.861855 0.109 0.169 0.155
H 0.740504 -5.560489 -4.118448 -0.125 0.216 -0.008
H 1.037609 -4.048701 -2.155592 -0.158 -0.082 -0.197
H -0.081196 -2.444281 1.395189 -1.142 -0.540 0.168
H -1.510812 -3.627306 3.092635 0.040 -0.342 -0.336
H -3.360866 -5.123662 2.290266 0.154 0.278 -0.335
H -3.967221 -5.144301 -0.144613 0.264 0.268 0.178
H -2.782470 -3.597496 -1.748762 -0.023 -0.159 0.424
H 1.482166 -1.168437 -3.288507 0.247 0.325 -0.390
H 2.263601 -1.087927 -5.648061 0.132 0.176 0.108
H 3.434827 0.946505 -6.506042 -0.053 -0.010 0.224
H 3.779689 2.904699 -4.994901 -0.133 -0.231 0.062
H 2.883119 2.863210 -2.685816 0.004 -0.261 -0.351
H 3.778059 1.837515 -0.224914 -0.079 0.403 0.005
H 4.500679 4.021929 0.706191 -0.249 0.012 -0.051
H 2.852884 5.885198 0.938795 -0.112 -0.264 -0.097
H 0.492260 5.537430 0.208698 0.194 -0.134 -0.040
H -0.210248 3.366069 -0.749020 0.260 0.228 0.074
N 0.859884 -0.423931 1.885796 -0.488 0.043 2.043
C 0.934363 -0.622070 3.055232 -1.215 -0.077 0.386
N 0.627831 -0.898633 4.250689 0.294 0.219 -0.933
C 1.278315 -0.574355 5.357676 1.398 0.707 2.608
N 1.764707 -0.302615 6.394588 -1.183 -0.582 -2.379
```
Positions in Å, forces in eV/Å.

The value obtained for the energy above the lowest of the compared OMol25 structures with the same formula, charge and spin is 0.0000 eV. Its net charge is +2. As for the multiplicity: 5.

(3)
The following is a quantum chemistry calculation of a molecular structure, C37H37N3P2Ti at a distorted geometry, from OMol25.

XYZ file:
```
80
Properties=species:S:1:pos:R:3:forces:R:3
Ti 0.011498 -0.139318 -2.682922 -1.861 1.170 1.732
C -2.006353 -0.145153 -0.477400 -0.909 -0.589 -1.948
C -2.274016 -0.237691 -1.832982 -1.164 -0.521 1.634
C -2.814094 0.906971 -2.689962 -0.828 -0.222 -0.274
C -1.766894 1.716968 -3.478252 0.108 0.464 -0.149
C -0.500306 2.036347 -2.687206 0.007 1.129 0.491
C -0.477191 2.260928 -1.320605 0.672 0.197 -1.888
C -1.659012 2.403201 -0.443335 -1.126 -0.095 1.212
C -2.146869 1.089209 0.318864 0.923 1.480 0.362
C 1.591049 -0.850864 -3.641543 1.513 -0.968 -0.582
H -1.846713 -1.064328 0.094427 0.054 0.188 -0.354
H -2.603208 -1.234982 -2.166288 0.602 0.311 0.098
H -3.424247 1.588123 -2.069742 0.294 -0.407 -0.339
H -3.523939 0.461019 -3.422983 0.442 0.274 0.411
H -1.490085 1.208562 -4.429706 -0.084 0.022 0.397
H -2.228691 2.662879 -3.818805 0.139 -0.327 0.061
H 0.368968 2.328795 -3.298225 -0.240 -0.109 0.342
H 0.490077 2.521232 -0.880034 -0.328 -0.154 -0.200
H -2.518596 2.839300 -0.986058 0.566 -0.198 0.202
H -1.408311 3.142251 0.343265 -0.094 -0.370 -0.369
H -1.568443 1.004391 1.260114 -0.260 -0.029 -0.440
H -3.204991 1.252849 0.629589 0.555 -0.287 -0.269
H 2.184676 -1.196026 -2.779956 0.205 0.095 -0.396
H 2.152725 -0.088634 -4.200346 0.051 -0.275 -0.078
H 1.337511 -1.724442 -4.251182 0.549 0.110 -0.016
P -0.043803 -1.565766 -8.365858 0.185 -2.393 -1.170
P 1.352373 0.460054 -8.177070 2.287 1.294 0.973
C -1.087248 -0.146422 -8.792382 0.849 0.872 0.303
C -0.256090 0.930124 -8.891528 -0.711 -1.356 0.029
C -0.370397 -2.712275 -9.744086 -0.953 -0.362 -0.057
C -1.457406 -2.517578 -10.613146 -0.110 -0.739 0.048
C -2.010491 -3.614847 -11.283065 0.344 0.174 -0.158
C -1.402661 -4.868745 -11.185649 0.010 0.027 0.134
C -0.202615 -5.015559 -10.477379 -0.154 0.065 -0.225
C 0.332734 -3.937261 -9.779744 -0.566 0.427 0.051
C -0.819933 -2.324108 -6.920938 -1.000 0.288 -0.183
C -0.597365 -1.711446 -5.674765 0.355 0.167 -0.960
C -1.418137 -1.971591 -4.602782 -0.078 -0.129 0.372
C -2.454791 -2.900446 -4.753083 0.036 -0.089 0.010
C -2.605967 -3.601317 -5.956195 0.018 0.110 0.044
C -1.822035 -3.282461 -7.063915 0.056 -0.005 0.465
C 2.413758 0.654891 -9.713396 0.090 0.543 0.022
C 2.248063 -0.203287 -10.823645 -0.320 0.415 0.247
C 2.530401 0.257729 -12.111200 0.319 0.204 0.284
C 3.068678 1.537660 -12.284612 0.000 -0.083 -0.005
C 3.442195 2.300829 -11.177232 0.099 -0.311 0.120
C 3.159771 1.832955 -9.890197 -0.346 0.026 -0.412
C 1.708888 1.894056 -7.114672 0.452 1.167 -0.819
C 2.985708 2.011616 -6.520099 -0.530 0.123 -0.287
C 3.380342 3.223380 -5.961988 -0.069 -0.020 0.074
C 2.508551 4.316110 -5.954694 -0.077 -0.019 -0.040
C 1.221465 4.183296 -6.475643 -0.157 -0.224 0.243
C 0.808335 2.963744 -7.018299 0.413 0.360 0.066
H -2.164095 -0.228107 -8.943790 0.237 0.347 -0.262
H -0.454828 1.912193 -9.321719 -0.263 -0.215 0.206
H -1.905596 -1.530429 -10.720615 -0.055 -0.337 0.178
H -2.926586 -3.487494 -11.863728 0.320 -0.058 0.090
H -1.868091 -5.733305 -11.662051 0.202 0.246 0.090
H 0.292716 -5.985581 -10.447606 -0.072 0.242 -0.051
H 1.262805 -4.029424 -9.223277 -0.225 -0.093 0.106
H 0.234844 -1.015845 -5.581847 -0.351 -0.034 -0.167
H -1.248838 -1.441893 -3.623671 -0.670 -1.034 -1.139
H -3.154068 -3.079058 -3.942819 0.145 -0.103 0.016
H -3.353536 -4.385303 -6.062219 -0.017 0.276 0.183
H -2.000104 -3.736376 -8.042018 0.017 0.018 0.394
H 1.841471 -1.201588 -10.680802 -0.216 0.225 -0.078
H 2.312104 -0.364515 -12.980622 0.099 0.122 0.291
H 3.211960 1.931273 -13.288442 0.040 -0.093 0.166
H 3.926489 3.274071 -11.306264 -0.135 -0.411 0.024
H 3.464586 2.416852 -9.026160 -0.281 0.079 -0.141
H 3.671746 1.164353 -6.563458 -0.100 0.200 -0.006
H 4.387996 3.330078 -5.561634 -0.246 -0.035 -0.013
H 2.830211 5.272734 -5.544579 -0.037 -0.233 -0.104
H 0.533326 5.031613 -6.487771 0.233 -0.219 0.106
H -0.191739 2.874111 -7.443213 0.293 0.131 0.119
N 0.891950 -0.121335 -0.897332 1.761 -0.191 3.640
C 1.328196 -0.035090 0.216783 -1.036 -0.330 -2.595
N 1.878875 0.079888 1.347691 0.075 0.081 0.418
C 1.207405 0.076924 2.492477 -0.631 -0.042 1.408
N 0.704635 0.076133 3.552619 0.686 0.042 -1.691
```
Positions in Å, forces in eV/Å.

The value obtained for the energy above the lowest of the compared OMol25 structures with the same formula, charge and spin is 0.0000 eV. As for the multiplicity: 3.

Number 1 is which compound?
C37H37BrF4FeN5OPS

Which of these has the highest energy above the lowest of the compared OMol25 structures with the same formula, charge and spin?
C37H37BrF4FeN5OPS